Record 1
{"formula": "C17H30BClFN2O4", "method": "ωB97M-V/def2-TZVPD", "e_homo_ev": -12.39, "total_charge": 1, "molar_mass_g_mol": 391.7, "homo_lumo_gap_ha": 0.2661, "energy_ev": -45182.5166, "max_force_ev_per_a": 9.73, "spin_multiplicity": 1, "elements": ["C", "C", "B", "O", "C", "C", "C", "C", "O", "Cl", "C", "C", "C", "C", "C", "C", "O", "C", "C", "N", "N", "C", "C", "C", "F", "H", "H", "H", "H", "H", "H", "H", "H", "H", "H", "H", "H", "H", "H", "H", "H", "H", "H", "H", "H", "H", "H", "H", "H", "H", "H", "H", "H", "O", "H", "H"], "positions_angstrom": [[-3.70988, 2.67211, -0.97029], [-3.11064, 1.86099, 0.32238], [-3.07764, 0.21950, 0.15635], [-4.41211, -0.44028, -0.05982], [-1.74517, -0.73909, 0.21317], [-0.80361, -0.55153, 1.58482], [-1.17700, 0.46609, 2.82378], [-2.46159, -0.14327, 3.70470], [-2.45767, -1.42578, 4.16105], [-3.96052, 0.86737, 4.15774], [0.58771, -1.47902, 1.64302], [1.68699, -1.42983, 2.85825], [3.01886, -0.63586, 2.23097], [2.61119, 0.84627, 1.58284], [2.43426, 0.81518, -0.05230], [3.16169, 2.04970, -0.84833], [2.20428, 2.80636, -1.71398], [1.74576, 1.97320, -2.84001], [0.76916, -2.46984, 0.30690], [-0.16423, -2.53043, -0.84735], [-1.27152, -1.73359, -0.81194], [-2.16690, -1.86436, -2.06779], [-1.90376, -0.61810, -3.14635], [-0.66375, -1.15794, -4.12823], [-1.13396, -2.21663, -5.08863], [-4.84096, 2.46981, -1.19898], [-3.59784, 3.83210, -0.72521], [-2.99735, 2.44750, -1.89305], [-1.99146, 2.22422, 0.46804], [-3.69664, 2.08074, 1.33901], [-4.74498, -0.10028, -0.96375], [-0.28643, 0.53299, 3.61577], [-1.37534, 1.58098, 2.48970], [1.94433, -2.55954, 3.14082], [1.31592, -0.92742, 3.84751], [3.35452, -1.29367, 1.29386], [3.90840, -0.56710, 2.99499], [3.49014, 1.60806, 1.82087], [1.57502, 1.18886, 2.04702], [2.72611, -0.22799, -0.54202], [1.26445, 0.93164, -0.25979], [3.98928, 1.56823, -1.54275], [3.60227, 2.77282, -0.02633], [2.46135, 1.07347, -3.07484], [1.55095, 2.58451, -3.83968], [0.68665, 1.52364, -2.54136], [1.76364, -3.13018, 0.31964], [-3.29570, -2.02539, -1.81006], [-1.84064, -2.84077, -2.67404], [-2.87375, -0.38433, -3.79101], [-1.47037, 0.33284, -2.60087], [0.07669, -1.73078, -3.38814], [-0.10185, -0.28847, -4.67593], [4.81384, -2.80901, 2.88097], [4.95038, -2.34867, 3.72266], [5.63944, -2.66000, 2.39603]], "forces_ev_per_a": [[0.630, 0.776, 0.262], [1.187, -0.089, 0.559], [-3.328, -0.155, -0.977], [3.075, 1.673, -1.923], [4.719, -1.784, 2.524], [1.817, -2.692, -2.568], [-0.280, -0.017, 0.507], [0.023, -7.218, 2.513], [0.283, 9.094, -3.456], [2.404, -1.049, -0.937], [-3.502, 0.321, -2.477], [0.341, -0.494, -0.865], [-0.509, -0.139, -1.373], [0.385, -0.349, 0.019], [-1.444, -0.124, -0.352], [-0.105, -0.734, 0.118], [1.189, -2.069, -0.294], [-1.152, -0.566, -0.297], [-1.986, 2.329, 0.898], [1.878, 1.774, 4.925], [-1.288, 1.877, 1.963], [-0.251, -0.645, -2.109], [0.888, -0.932, -0.545], [-0.051, -0.756, 1.050], [0.827, 2.668, 2.164], [2.301, 0.183, 0.415], [-0.315, -2.566, -0.632], [-1.779, 0.463, 1.800], [-2.279, -0.451, -0.237], [1.103, -0.342, -2.251], [0.313, -0.484, 2.268], [-1.937, -0.447, -1.896], [0.186, -2.503, 0.452], [-0.423, 2.478, -0.788], [0.338, -0.821, -2.178], [-0.432, 1.363, 2.308], [-2.133, -0.111, -1.528], [-2.090, -1.529, -0.242], [2.392, -0.379, -0.805], [-0.409, 2.157, 1.218], [2.447, -0.242, 0.317], [-1.418, 1.286, 1.490], [-0.890, -1.204, -2.100], [-1.183, 1.788, 0.474], [0.731, -0.949, 2.385], [2.080, 0.700, -0.616], [-2.684, 1.418, -0.484], [2.344, 0.609, 0.068], [-0.532, 2.092, 1.769], [2.131, -0.467, 1.547], [-1.093, -1.772, -1.049], [-1.404, 1.291, -1.866], [-1.348, -1.895, 0.711], [0.417, 0.100, 0.175], [0.031, -0.315, -0.205], [-0.219, -0.155, 0.150]]}



Record 2
{"formula": "C18H46N2O3P2", "method": "ωB97M-V/def2-TZVPD", "e_homo_ev": -8.04, "total_charge": 0, "molar_mass_g_mol": 400.5, "homo_lumo_gap_ha": 0.3219, "energy_ev": -47111.2435, "max_force_ev_per_a": 0.71, "spin_multiplicity": 1, "smiles": "CCOCCOP(CC)[PH2]=O.CCN(CC)CC.CCN(CC)CC", "elements": ["C", "C", "O", "C", "C", "O", "P", "C", "C", "P", "O", "H", "H", "H", "H", "H", "H", "H", "H", "H", "H", "H", "H", "H", "H", "H", "H", "C", "C", "N", "C", "C", "C", "C", "H", "H", "H", "H", "H", "H", "H", "H", "H", "H", "H", "H", "H", "H", "H", "C", "C", "N", "C", "C", "C", "C", "H", "H", "H", "H", "H", "H", "H", "H", "H", "H", "H", "H", "H", "H", "H"], "positions_angstrom": [[-2.98600, 0.03270, 1.66565], [-3.25940, -0.09508, 0.16066], [-2.12381, 0.21313, -0.62127], [-1.12515, -0.77744, -0.56982], [0.19531, -0.13584, -0.89877], [0.63975, 0.61630, 0.23812], [0.98835, 2.20181, -0.05278], [-0.60441, 3.11264, 0.15544], [-1.06542, 3.68700, -1.18666], [1.95472, 2.65409, 1.87881], [3.29354, 3.25829, 1.71112], [-1.96029, 0.36053, 1.82800], [-3.07020, -0.94824, 2.13520], [-3.68547, 0.70265, 2.15448], [-4.02885, 0.61407, -0.13832], [-3.64091, -1.08875, -0.08673], [-1.04062, -1.21539, 0.42982], [-1.34364, -1.59058, -1.26992], [0.05395, 0.52018, -1.76116], [0.94965, -0.88580, -1.12992], [-1.37649, 2.50016, 0.61774], [-0.40369, 3.93994, 0.84198], [-1.16113, 2.90940, -1.94291], [-2.02428, 4.18798, -1.07172], [-0.33841, 4.41209, -1.54959], [1.93273, 1.44258, 2.60344], [1.04404, 3.46430, 2.59166], [3.22221, 0.57987, -7.84229], [3.47305, 1.23727, -6.49392], [2.36773, 2.06303, -6.04466], [2.70165, 2.90607, -4.90874], [3.04241, 2.22760, -3.57711], [1.07493, 1.40512, -5.98629], [0.94131, 0.15535, -5.10338], [2.97415, 1.32657, -8.59749], [4.11972, 0.05107, -8.16509], [2.41303, -0.14995, -7.80171], [4.34487, 1.89049, -6.58360], [3.74934, 0.45682, -5.76615], [1.87002, 3.59902, -4.75209], [3.55100, 3.52761, -5.20850], [2.15736, 1.83717, -3.07748], [3.48997, 2.95389, -2.89683], [3.75796, 1.41363, -3.70128], [0.78699, 1.13659, -7.00521], [0.34187, 2.15142, -5.66991], [1.78690, -0.52259, -5.22788], [0.03842, -0.39488, -5.37689], [0.86337, 0.40567, -4.04623], [-0.59752, -0.59802, 4.83371], [-1.68696, -1.63270, 5.06070], [-1.36455, -2.93921, 4.51963], [-2.49958, -3.84426, 4.48747], [-3.11484, -4.28681, 5.82096], [-0.10496, -3.51004, 4.96642], [0.10105, -3.70714, 6.47467], [-0.35293, -0.51471, 3.77304], [-0.94529, 0.37629, 5.18016], [0.31826, -0.82517, 5.38008], [-2.59336, -1.28646, 4.55588], [-1.92680, -1.65823, 6.13612], [-2.20485, -4.73079, 3.91942], [-3.28028, -3.35720, 3.89392], [-2.49470, -5.01881, 6.33608], [-4.08363, -4.75577, 5.63874], [-3.28183, -3.44496, 6.49338], [0.70134, -2.87679, 4.58971], [0.02101, -4.46707, 4.45448], [-0.22934, -2.83934, 7.04710], [1.16249, -3.85040, 6.68476], [-0.42482, -4.58200, 6.85374]], "forces_ev_per_a": [[0.030, -0.699, -0.138], [-0.243, 0.327, 0.209], [0.032, 0.061, -0.123], [0.174, -0.136, 0.123], [-0.092, 0.004, 0.111], [-0.170, -0.003, 0.061], [0.105, 0.128, -0.209], [0.067, 0.315, 0.041], [0.054, -0.079, 0.148], [0.115, -0.110, 0.005], [0.250, 0.150, 0.027], [-0.025, 0.232, 0.039], [-0.011, 0.046, 0.189], [0.017, 0.152, 0.050], [0.031, 0.071, -0.109], [0.071, -0.126, -0.052], [-0.067, -0.022, 0.057], [-0.037, -0.013, -0.124], [0.114, -0.009, -0.110], [0.050, -0.078, -0.050], [0.073, -0.212, -0.001], [-0.062, 0.055, 0.020], [-0.105, -0.058, -0.020], [-0.083, 0.040, -0.086], [0.000, 0.047, -0.065], [-0.163, -0.035, 0.003], [-0.122, -0.083, 0.063], [0.027, -0.007, -0.010], [0.026, -0.077, -0.024], [0.000, 0.018, 0.027], [0.041, 0.124, 0.048], [-0.010, 0.049, 0.006], [-0.125, -0.057, -0.041], [-0.070, 0.019, 0.000], [-0.032, 0.012, 0.012], [0.007, 0.003, -0.006], [-0.004, -0.007, 0.006], [0.008, 0.020, 0.048], [-0.005, 0.002, -0.009], [-0.027, -0.023, -0.008], [0.023, -0.049, -0.034], [0.004, -0.046, -0.011], [-0.007, 0.008, 0.010], [0.002, -0.004, -0.028], [0.047, -0.017, -0.012], [0.025, 0.019, 0.039], [0.010, 0.001, -0.021], [-0.004, 0.014, 0.001], [0.068, -0.007, 0.005], [0.027, 0.093, -0.027], [0.002, 0.100, 0.073], [-0.035, 0.004, -0.035], [-0.098, -0.059, -0.078], [-0.019, -0.048, -0.026], [0.154, -0.023, 0.012], [0.030, -0.051, -0.027], [0.019, -0.049, -0.012], [-0.003, 0.013, -0.006], [-0.003, -0.030, 0.008], [-0.049, -0.067, 0.020], [0.004, -0.012, -0.010], [0.034, -0.003, 0.011], [0.009, 0.048, 0.023], [0.034, 0.034, 0.024], [0.001, -0.002, -0.010], [0.007, 0.018, -0.004], [-0.026, 0.042, 0.007], [-0.049, -0.019, 0.005], [0.004, 0.022, -0.012], [0.002, -0.006, -0.009], [-0.052, 0.036, 0.017]]}



Record 3
{"formula": "H12Si5", "method": "ωB97M-V/def2-TZVPD", "e_homo_ev": -8.25, "total_charge": 0, "molar_mass_g_mol": 152.5, "homo_lumo_gap_ha": 0.2730, "e_above_lowest_kcal_mol": 26.24, "energy_ev": -39577.5371, "max_force_ev_per_a": 3.07, "spin_multiplicity": 1, "elements": ["Si", "Si", "Si", "Si", "Si", "H", "H", "H", "H", "H", "H", "H", "H", "H", "H", "H", "H"], "positions_angstrom": [[0.80479, 2.96288, 1.94715], [-2.14771, -0.33287, 0.25331], [0.09850, -2.91977, -1.92697], [1.24959, 0.93913, -0.44395], [0.09392, -1.04366, -0.14598], [1.01606, 4.28828, 1.32233], [-0.01443, 2.86002, 3.12704], [2.12425, 2.51570, 2.37691], [-2.97726, -1.06360, 1.32665], [-1.93963, 1.16997, 0.47728], [-3.15519, -0.49443, -0.87647], [1.27233, -2.77006, -2.80569], [0.11348, -4.17609, -1.28442], [-1.10949, -2.75790, -2.89244], [2.51323, 0.61559, 0.17363], [1.35948, 1.52638, -1.92894], [0.69809, -1.31957, 1.30057]], "forces_ev_per_a": [[1.313, -1.335, -2.431], [-0.818, 0.063, -0.035], [-0.629, 2.548, -0.389], [-0.921, 1.708, -0.025], [-0.444, -0.949, 0.362], [-0.407, 0.045, 0.213], [-0.847, 0.034, 0.232], [0.406, -0.028, 0.243], [0.857, 0.586, -0.276], [-0.405, -0.833, 0.144], [0.749, 0.151, 0.139], [0.170, -0.029, 0.099], [-0.075, -1.225, 0.584], [0.765, -0.111, 0.975], [0.918, 0.004, -0.101], [-0.062, -0.496, 1.646], [-0.570, -0.135, -1.380]]}



Record 4
{"formula": "C3H10N2S", "method": "ωB97M-V/def2-TZVPD", "e_homo_ev": [-13.35, -13.19], "total_charge": 1, "molar_mass_g_mol": 106.2, "homo_lumo_gap_ha": [0.3689, 0.1665], "e_above_lowest_kcal_mol": 71.68, "energy_ev": -17078.0493, "max_force_ev_per_a": 4.37, "spin_multiplicity": 2, "elements": ["C", "C", "S", "N", "C", "N", "H", "H", "H", "H", "H", "H", "H", "H", "H", "H"], "positions_angstrom": [[0.41566, 0.77598, -0.30500], [1.56634, 1.21475, 0.72190], [2.61875, 2.62066, 0.21112], [-0.17826, -0.52232, 0.07920], [-1.41476, -1.14450, -0.60253], [-1.74776, -2.44921, -0.00860], [0.88014, 0.83029, -1.22421], [-0.27875, 1.55195, -0.17347], [1.19794, 1.43169, 1.70951], [2.15100, 0.35299, 0.80347], [1.63071, 3.54664, 0.18163], [-0.48613, -0.43825, 1.12654], [-1.21193, -1.38418, -1.58404], [-2.23520, -0.45888, -0.44352], [-0.87214, -2.71771, 0.26914], [-2.03561, -3.20989, -0.76113]], "forces_ev_per_a": [[1.631, -1.044, 2.796], [-0.981, 0.637, -0.543], [-0.732, -0.567, -0.263], [-3.389, 2.140, 1.738], [0.895, -1.546, 1.215], [-2.169, -0.186, -1.898], [0.333, -0.457, -2.400], [-1.725, 0.902, -0.060], [-0.574, 0.014, 0.294], [1.529, -1.071, 0.192], [0.228, -0.236, 0.098], [1.327, -0.697, -1.822], [0.551, 0.794, -2.550], [-0.035, 0.790, -0.040], [2.456, -1.889, 1.399], [0.656, 2.415, 1.845]]}



Record 5
{"formula": "C4H8O3P", "method": "ωB97M-V/def2-TZVPD", "e_homo_ev": [-3.59, -3.39], "total_charge": -1, "molar_mass_g_mol": 135.1, "homo_lumo_gap_ha": [0.2699, 0.2610], "e_above_lowest_kcal_mol": 85.69, "energy_ev": -19708.0387, "max_force_ev_per_a": 3.08, "spin_multiplicity": 1, "elements": ["C", "C", "C", "C", "O", "O", "O", "P", "H", "H", "H", "H", "H", "H", "H", "H"], "positions_angstrom": [[1.01872, 0.83763, -1.40225], [0.55671, -1.14497, -0.05164], [0.08157, 1.69913, -2.19054], [-0.36726, -0.29877, 2.27689], [-0.57800, -2.98477, 1.64758], [-2.18957, -1.34248, 0.46200], [0.37335, -0.02240, -0.68117], [-0.87427, -1.65210, 1.10918], [2.15982, 0.70599, -1.64023], [1.69395, -1.41175, 0.16167], [-1.06103, 1.52615, -1.86075], [-0.05821, 1.41321, -3.31409], [0.21940, 2.78054, -2.03121], [0.65306, -0.30306, 2.64322], [-0.60633, 0.62625, 1.69515], [-1.02193, -0.42860, 3.17619]], "forces_ev_per_a": [[1.876, 0.608, -0.892], [1.835, -1.017, 0.901], [-2.943, -0.375, -0.844], [-1.858, 0.023, 0.361], [0.464, -1.225, 0.662], [0.507, 0.302, 0.284], [-0.891, -0.772, -0.027], [1.052, 1.572, -1.211], [-2.336, 0.070, 0.508], [-2.177, 0.340, -0.507], [2.670, 0.141, -0.158], [0.824, 0.734, 1.523], [0.232, -0.276, -0.551], [0.255, -0.193, -0.323], [0.209, -0.472, 0.867], [0.282, 0.539, -0.592]]}